The following is a DFT calculation (ωB97M-V with the def2-TZVPD basis set) of C22H17N3O5 in the gas phase in a non-equilibrium geometry.

XYZ file:
```
47
C22H17N3O5 | OMol25 | ωB97M-V with the def2-TZVPD basis set
C 0.738 -0.479 -4.022
O 0.318 -1.224 -2.868
C 1.083 -1.323 -1.709
C 1.205 -0.218 -0.859
C 0.387 0.915 -0.990
O 0.925 2.083 -0.990
C -1.101 0.869 -0.714
C -1.604 -0.037 0.163
N -3.036 -0.259 0.508
C -4.098 0.575 0.210
C -4.099 1.685 -0.615
N -3.103 2.063 -1.448
C -1.883 1.761 -1.605
N -5.207 0.154 0.893
C -4.830 -0.853 1.731
C -5.437 -1.542 2.812
C -4.704 -2.503 3.549
C -3.383 -2.646 3.260
C -2.661 -1.909 2.224
C -3.459 -1.071 1.519
C 2.027 -0.359 0.264
O 1.937 0.723 1.056
C 2.876 -1.411 0.492
O 3.824 -1.522 1.496
C 4.965 -0.567 1.149
C 2.669 -2.538 -0.342
O 3.484 -3.656 -0.392
C 3.070 -4.361 -1.469
C 2.104 -3.700 -2.189
C 1.859 -2.427 -1.420
H 0.230 -0.821 -4.840
H 1.804 -0.668 -4.084
H 0.471 0.587 -4.022
H -0.895 -0.668 0.598
H -4.991 2.232 -0.731
H -1.471 2.256 -2.373
H -6.142 0.587 0.907
H -6.414 -1.433 3.174
H -5.224 -2.982 4.324
H -2.778 -3.241 3.837
H -1.610 -1.917 2.022
H 1.765 1.523 0.673
H 5.663 -0.464 2.060
H 4.713 0.377 0.793
H 5.536 -1.025 0.417
H 3.656 -5.269 -1.799
H 1.663 -3.797 -3.188
```

Results
ΔE to the lowest compared entry with this formula, charge and spin = 108.5 kcal per mole
HOMO = -6.620 eV
max |F| = 5.96 eV Å⁻¹
DFT total energy = -1388.809944 Eh

Atom charges from the natural (NBO) analysis, given in e for atoms 1 to 2: atom 1 (C): -0.2314, atom 2 (O): -0.5489